162
Properties=species:S:1:pos:R:3:forces:R:3 method="wB97M-V/def2-TZVPD" orbital_gap_ev=9.16 energy_ev=-81739.72664 charge=0 smiles=COCCNCCOC.COCCNCCOC.COCCNCCOC.COCCNCCOC.COCCNCCOC.COCCNCCOC.CO.CO.CO
C 9.388 2.114 7.579 0.3 0.3 0.3
O 8.845 1.508 6.442 -0.2 0.0 -0.2
C 8.388 0.191 6.679 0.1 0.1 -0.6
C 7.717 -0.326 5.420 -1.1 0.3 0.6
N 8.504 -0.165 4.222 0.0 -1.0 -0.4
C 7.886 -0.795 3.057 -0.1 0.6 -0.3
C 6.689 -0.053 2.457 -0.4 -0.9 -0.1
O 5.495 -0.540 3.072 0.2 0.2 -0.3
C 4.359 0.161 2.636 -0.8 0.9 0.3
H 8.723 2.041 8.449 0.0 -0.1 -0.1
H 9.546 3.173 7.369 -0.1 -0.1 -0.1
H 10.368 1.698 7.849 -0.1 -0.2 0.0
H 7.629 0.212 7.469 0.2 -0.2 0.2
H 9.230 -0.459 6.941 0.0 0.0 0.2
H 6.710 0.121 5.350 0.2 0.4 -0.1
H 7.436 -1.368 5.609 0.6 -0.2 -0.3
H 8.636 0.808 3.983 0.1 0.1 0.4
H 7.518 -1.803 3.259 0.2 0.0 0.4
H 8.630 -0.910 2.264 0.1 0.1 0.1
H 6.668 -0.314 1.388 -0.1 0.3 0.0
H 6.702 1.037 2.559 0.4 0.0 0.0
H 3.597 0.119 3.416 0.0 -0.3 0.0
H 3.906 -0.163 1.694 0.3 -0.4 0.0
H 4.542 1.239 2.511 0.3 -0.1 0.0
C 0.210 -1.767 -2.874 -1.1 0.8 0.7
O -0.070 -2.777 -3.807 0.6 0.0 -0.5
C -1.397 -3.257 -3.660 0.8 0.5 0.2
C -1.838 -3.922 -4.936 -0.7 -0.5 -0.2
N -3.288 -4.062 -4.915 -0.2 -0.4 0.0
C -3.819 -4.794 -6.049 0.0 -0.2 -0.3
C -5.170 -4.249 -6.486 -0.2 0.0 0.7
O -6.095 -4.214 -5.402 0.2 0.4 0.0
C -6.635 -5.456 -5.080 -0.8 -0.8 -0.2
H -0.412 -0.882 -3.091 0.0 -0.1 0.0
H 1.219 -1.364 -2.831 0.3 -0.8 -0.5
H -0.063 -2.085 -1.861 0.2 0.0 0.0
H -2.061 -2.409 -3.440 -0.1 0.0 0.0
H -1.407 -3.926 -2.792 -0.3 -0.1 -0.1
H -1.451 -4.942 -5.022 0.2 0.1 0.2
H -1.474 -3.399 -5.830 0.1 0.3 0.2
H -3.810 -3.207 -4.775 0.3 0.2 0.0
H -3.933 -5.865 -5.841 0.2 0.0 0.2
H -3.125 -4.727 -6.900 -0.1 0.0 -0.1
H -5.631 -4.849 -7.276 0.3 0.1 -0.3
H -5.038 -3.208 -6.787 -0.2 0.0 -0.2
H -5.916 -6.225 -4.781 0.2 0.2 0.1
H -7.209 -5.893 -5.917 0.2 0.2 -0.1
H -7.378 -5.335 -4.292 0.3 0.2 0.2
C 0.642 -7.332 0.317 0.1 0.3 0.8
O 1.360 -6.143 0.602 -0.2 0.3 0.2
C 1.972 -5.551 -0.516 0.2 -0.2 -0.9
C 2.667 -4.272 -0.138 -0.1 -0.3 0.4
N 3.863 -4.529 0.650 0.8 0.4 -0.3
C 4.471 -3.283 1.146 0.0 -1.2 0.3
C 5.045 -2.467 0.018 -0.4 0.3 -0.9
O 4.088 -1.502 -0.422 0.5 0.2 0.1
C 4.484 -0.790 -1.579 -0.3 0.4 0.0
H 1.184 -8.179 0.749 0.1 -0.2 -0.5
H 0.452 -7.434 -0.750 0.0 -0.2 0.0
H -0.301 -7.286 0.868 -0.1 0.1 -0.2
H 1.260 -5.339 -1.330 -0.3 0.1 0.3
H 2.690 -6.248 -0.975 0.2 0.0 0.2
H 1.961 -3.607 0.381 0.0 0.0 0.0
H 2.955 -3.763 -1.059 0.0 0.0 0.0
H 3.720 -5.159 1.426 -0.4 0.0 -0.1
H 5.319 -3.543 1.782 -0.2 -0.1 0.2
H 3.714 -2.789 1.765 0.3 0.8 -0.1
H 5.265 -3.118 -0.838 0.0 -0.3 0.2
H 5.996 -1.977 0.246 -0.2 0.2 0.4
H 4.092 -1.255 -2.488 0.2 -0.2 0.0
H 5.566 -0.658 -1.641 0.0 -0.2 0.0
H 4.042 0.208 -1.508 0.0 0.0 0.0
C 1.899 3.680 -1.988 0.0 -0.5 1.0
O 1.252 3.670 -3.239 0.7 0.7 0.2
C 0.555 4.882 -3.494 -1.1 -0.9 0.0
C -0.827 4.817 -2.815 -0.5 0.8 -1.6
N -1.544 6.108 -2.918 0.4 -0.4 1.0
C -1.964 6.440 -4.258 0.1 0.4 -0.2
C -2.777 7.724 -4.262 0.0 0.2 0.4
O -3.911 7.684 -3.413 -0.2 0.3 0.0
C -4.896 6.768 -3.819 -0.2 -0.2 0.1
H 2.794 3.052 -1.995 0.0 0.1 -0.4
H 1.295 3.247 -1.179 -0.2 0.2 -0.2
H 2.186 4.680 -1.653 0.0 0.1 -0.2
H 0.380 4.839 -4.570 0.2 0.4 -0.1
H 1.070 5.805 -3.219 0.4 -0.2 0.1
H -0.793 4.489 -1.781 0.1 0.0 0.0
H -1.406 4.118 -3.434 0.2 -0.6 0.5
H -2.338 6.024 -2.294 -0.1 0.4 -0.2
H -2.510 5.621 -4.758 0.1 0.0 -0.1
H -1.067 6.679 -4.836 -0.1 -0.3 -0.2
H -3.075 8.036 -5.270 0.0 -0.3 -0.1
H -2.155 8.524 -3.858 0.0 0.0 0.1
H -5.863 7.015 -3.377 0.2 0.3 0.2
H -4.641 5.769 -3.451 0.0 -0.2 -0.4
H -5.055 6.776 -4.903 0.2 -0.2 -0.1
C -7.371 1.533 -3.749 -0.6 0.2 0.5
O -5.984 1.689 -3.908 0.0 0.4 -0.2
C -5.419 2.618 -2.978 -0.3 0.0 -0.8
C -3.935 2.749 -3.283 0.8 -0.9 -0.3
N -3.040 1.995 -2.407 -0.1 0.4 0.0
C -3.215 0.561 -2.509 -0.8 -0.6 0.9
C -2.532 -0.085 -1.304 1.2 0.1 -0.8
O -2.947 0.331 -0.027 -0.6 0.3 0.0
C -4.150 -0.299 0.376 0.0 0.2 0.1
H -7.837 2.394 -3.251 0.2 0.2 -0.2
H -7.629 0.685 -3.103 0.2 -0.2 -0.2
H -7.856 1.424 -4.718 0.1 -0.2 -0.1
H -5.685 2.237 -1.986 0.6 0.3 0.3
H -5.871 3.612 -3.098 -0.3 -0.2 0.0
H -3.601 3.777 -3.441 -0.1 0.2 0.8
H -3.726 2.357 -4.285 -0.5 -0.2 0.0
H -3.201 2.240 -1.435 0.1 0.1 0.0
H -2.773 0.151 -3.421 0.2 0.2 0.0
H -4.265 0.219 -2.531 -0.1 0.3 -0.1
H -1.496 0.255 -1.398 0.1 -0.3 0.3
H -2.545 -1.179 -1.377 -0.1 0.0 0.0
H -3.976 -1.372 0.504 -0.2 0.0 0.0
H -4.970 -0.106 -0.324 0.1 -0.2 -0.1
H -4.458 0.137 1.325 0.2 -0.1 0.1
C 0.680 1.465 4.061 0.1 -0.6 -0.6
O -0.060 1.212 2.870 0.2 -0.1 0.1
C -1.273 1.949 2.798 0.3 1.2 0.3
C -2.476 1.151 3.261 1.0 -0.9 -0.9
N -2.466 0.902 4.693 -0.5 0.7 0.5
C -3.784 0.534 5.183 -0.2 -0.3 -0.4
C -3.769 0.148 6.652 -0.6 0.9 0.2
O -2.654 -0.668 6.913 -0.2 -0.4 0.0
C -2.955 -1.891 7.563 0.4 0.3 0.0
H 1.215 2.412 3.943 -0.3 0.3 0.6
H 1.457 0.704 4.160 -0.2 -0.2 -0.2
H 0.018 1.387 4.920 0.2 0.5 0.2
H -1.342 2.391 1.800 -0.3 -0.8 -0.3
H -1.182 2.872 3.395 0.0 -0.3 0.4
H -2.410 0.176 2.754 -0.2 0.1 -0.3
H -3.369 1.639 2.867 -0.2 0.1 0.6
H -1.833 0.147 4.920 0.0 0.0 -0.1
H -4.203 -0.312 4.608 0.1 -0.1 0.0
H -4.460 1.373 4.996 0.0 0.0 0.3
H -4.733 -0.297 6.931 0.2 -0.5 -0.2
H -3.767 1.042 7.293 0.6 0.0 -0.1
H -1.999 -2.403 7.667 -0.1 -0.1 0.2
H -3.619 -2.543 6.988 -0.1 0.2 -0.1
H -3.388 -1.682 8.545 0.0 -0.2 0.1
C 2.821 4.293 2.141 -0.1 0.1 0.5
O 1.819 3.508 1.537 -0.2 0.1 -0.4
H 2.479 4.805 3.049 -0.1 -0.2 0.0
H 3.692 3.687 2.405 0.2 0.1 -0.1
H 3.093 5.090 1.452 0.1 -0.2 -0.2
H 1.514 2.809 2.124 0.0 0.0 0.0
C 1.083 0.411 -0.113 -0.1 0.1 0.1
O 1.415 -0.962 -0.115 -0.1 -0.1 0.1
H 1.737 0.987 0.548 0.1 0.1 -0.2
H 1.087 0.839 -1.123 0.2 0.0 0.0
H 0.072 0.527 0.282 0.0 -0.1 0.0
H 2.378 -1.080 -0.132 -0.1 0.0 0.0
C -0.955 -3.085 0.982 0.4 -1.2 0.4
O -1.911 -3.222 2.039 -0.4 0.7 -0.4
H -0.112 -3.710 1.290 0.4 0.4 -0.4
H -1.289 -3.496 0.021 -0.4 0.1 0.1
H -0.644 -2.057 0.830 -0.1 0.1 0.3
H -1.862 -4.117 2.377 0.0 -0.1 -0.1